Record 1
Molecular formula: C36H89BNO16S2
Method: DFT, ωB97M-V with the def2-TZVPD basis set

Its net charge is -1.

The geometry in XYZ format:
```
145
Properties=species:S:1:pos:R:3:mulliken_charge:R:1
C 8.334 -2.480 1.369 -1.033
C 8.049 -0.977 1.446 -0.343
O 7.349 -0.532 0.298 -0.389
C 6.034 -0.077 0.584 -0.635
C 5.366 0.348 -0.703 0.359
O 4.229 1.139 -0.372 -0.616
C 3.033 0.379 -0.465 0.886
C 1.839 1.177 0.031 -0.926
O 1.002 0.365 0.825 -0.101
C 1.490 0.226 2.151 -0.171
S 1.281 -1.473 2.689 1.050
O -0.089 -1.820 2.424 -0.632
O 1.638 -1.418 4.085 -0.785
N 2.372 -2.244 1.822 -0.213
S 1.878 -3.487 0.941 0.491
O 0.921 -3.141 -0.101 -0.535
O 1.536 -4.639 1.748 -0.658
B 3.401 -4.016 -0.061 0.591
O 3.475 -5.349 -0.325 -0.424
O 4.331 -3.133 -0.537 -0.323
C 3.828 -2.544 -1.759 -0.071
H 7.801 -3.038 2.131 0.285
H 9.395 -2.692 1.472 0.316
H 8.027 -2.835 0.390 0.266
H 8.995 -0.438 1.503 0.382
H 7.481 -0.752 2.346 0.331
H 5.452 -0.901 1.006 0.328
H 6.044 0.758 1.284 0.350
H 5.043 -0.520 -1.273 -0.434
H 6.047 0.937 -1.315 0.453
H 2.868 0.071 -1.500 0.444
H 3.099 -0.525 0.146 -0.256
H 2.163 2.078 0.557 0.155
H 1.240 1.508 -0.815 0.312
H 2.537 0.506 2.228 0.393
H 0.845 0.820 2.797 -0.272
H 2.593 -5.676 -0.539 0.303
H 3.412 -3.300 -2.423 0.371
H 4.663 -2.039 -2.229 0.199
H 3.042 -1.831 -1.522 -0.502
C -1.654 3.281 5.923 -0.917
C -0.407 2.895 5.148 -0.497
O -0.498 3.193 3.767 -0.136
C -0.673 4.551 3.423 -0.112
C 0.452 5.473 3.866 -1.381
H -2.537 2.815 5.483 0.075
H -1.572 2.946 6.958 0.439
H -1.815 4.361 5.933 0.301
H -0.267 1.815 5.201 0.361
H 0.488 3.350 5.587 0.359
H -1.638 4.913 3.797 0.182
H -0.740 4.565 2.336 0.325
H 0.528 5.537 4.953 0.295
H 0.280 6.480 3.483 0.435
H 1.410 5.113 3.486 0.292
C -0.226 -1.605 -2.422 -0.747
C -0.824 -0.219 -2.287 -0.201
O -0.271 0.752 -3.174 -0.449
C -0.396 0.463 -4.547 -0.266
C -1.836 0.326 -5.021 -1.099
H 0.855 -1.571 -2.295 0.007
H -0.629 -2.254 -1.648 0.466
H -0.439 -2.058 -3.396 0.330
H -0.627 0.161 -1.286 0.091
H -1.914 -0.258 -2.403 0.336
H 0.179 -0.436 -4.803 0.209
H 0.076 1.297 -5.069 0.409
H -2.335 -0.529 -4.563 0.244
H -1.866 0.189 -6.104 0.441
H -2.406 1.222 -4.768 0.326
C 5.827 -1.179 -6.586 -1.115
C 6.036 -0.118 -5.518 -0.396
O 6.586 -0.613 -4.314 -0.369
C 7.862 -1.214 -4.404 -0.313
C 8.950 -0.284 -4.913 -1.163
H 5.214 -1.993 -6.198 0.316
H 5.319 -0.744 -7.448 0.405
H 6.770 -1.603 -6.934 0.306
H 5.072 0.307 -5.236 0.340
H 6.644 0.707 -5.909 0.315
H 7.817 -2.123 -5.017 0.329
H 8.100 -1.531 -3.389 0.335
H 8.780 0.021 -5.947 0.285
H 9.918 -0.784 -4.869 0.399
H 8.995 0.618 -4.300 0.309
C -3.706 1.690 2.657 -0.534
C -4.159 3.136 2.740 -0.280
O -3.685 3.941 1.677 -0.437
C -4.091 3.559 0.377 -0.199
C -5.596 3.570 0.167 -1.036
H -2.618 1.637 2.594 0.135
H -4.027 1.144 3.545 0.382
H -4.118 1.178 1.786 0.007
H -3.750 3.579 3.650 0.132
H -5.252 3.205 2.814 0.360
H -3.677 2.578 0.119 0.236
H -3.623 4.282 -0.292 0.364
H -6.101 2.823 0.781 0.144
H -5.828 3.354 -0.877 0.403
H -6.009 4.548 0.421 0.307
C -1.192 -2.813 -7.458 -1.146
C 0.102 -2.019 -7.526 -0.131
O 1.203 -2.659 -6.910 -0.301
C 1.576 -3.912 -7.447 -0.401
C 1.985 -3.863 -8.910 -1.029
H -1.429 -3.065 -6.423 0.223
H -2.013 -2.223 -7.867 0.422
H -1.135 -3.742 -8.026 0.374
H -0.027 -1.083 -6.984 0.059
H 0.340 -1.755 -8.564 0.301
H 0.778 -4.648 -7.297 0.320
H 2.422 -4.240 -6.843 0.349
H 1.153 -3.587 -9.560 0.261
H 2.345 -4.842 -9.229 0.401
H 2.782 -3.133 -9.058 0.258
C -6.089 -2.432 0.001 -1.339
C -6.057 -1.090 0.710 0.038
O -7.327 -0.631 1.147 -0.438
C -7.988 -1.456 2.085 -0.352
C -7.223 -1.650 3.385 -1.049
H -6.784 -2.402 -0.840 0.319
H -5.096 -2.674 -0.377 0.417
H -6.398 -3.241 0.664 0.301
H -5.697 -0.328 0.018 0.307
H -5.353 -1.113 1.548 0.179
H -8.236 -2.427 1.639 0.307
H -8.935 -0.955 2.291 0.338
H -6.290 -2.193 3.235 0.295
H -7.828 -2.218 4.093 0.431
H -6.980 -0.683 3.829 0.243
C -6.705 2.191 6.136 -1.002
C -5.942 1.246 7.049 -0.355
O -4.793 1.822 7.640 -0.423
C -5.008 2.943 8.473 -0.252
C -5.895 2.661 9.675 -1.187
H -6.045 2.593 5.366 0.154
H -7.521 1.657 5.646 0.418
H -7.138 3.031 6.680 0.368
H -5.568 0.403 6.468 0.284
H -6.605 0.833 7.818 0.365
H -5.407 3.782 7.890 0.319
H -4.018 3.245 8.816 0.338
H -6.914 2.405 9.381 0.270
H -5.945 3.542 10.317 0.410
H -5.494 1.829 10.255 0.305
```

Record 2
Molecular formula: C3H13N3P
Method: DFT, ωB97M-V with the def2-TZVPD basis set

The value obtained for the energy relative to the best compared isomer or geometry (same formula, charge and spin) is 3.5943 eV. Its SMILES is C[C@H]([NH3+])CN(N)P. Its net charge is +1.

The geometry in XYZ format:
```
20
Properties=species:S:1:pos:R:3:mulliken_charge:R:1
C -0.081 -2.153 -0.973 -1.298
C -0.346 -0.601 1.050 -1.058
C -0.438 -0.802 -0.455 0.293
N 1.156 1.386 0.891 -0.610
N -0.274 0.763 1.433 -0.088
N 0.477 0.132 -1.212 -0.304
P -1.659 1.803 1.457 -0.102
H -0.987 -2.835 -0.975 0.337
H 0.348 -1.983 -2.030 0.359
H 0.584 -2.527 -0.267 0.378
H -1.189 -1.008 1.534 0.411
H 0.548 -1.189 1.227 0.437
H -1.453 -0.538 -0.636 0.441
H 1.057 2.422 1.007 0.290
H 1.567 1.083 1.710 0.279
H 1.259 -0.391 -1.596 0.405
H 1.047 0.745 -0.502 0.355
H -0.109 0.780 -1.687 0.341
H -1.262 2.874 0.592 0.042
H -1.238 2.670 2.497 0.092
```

Record 3
Molecular formula: C5H6O
Method: DFT, ωB97M-V with the def2-TZVPD basis set

The value obtained for the energy relative to the best compared isomer or geometry (same formula, charge and spin) is 0.5349 eV. Its SMILES is Cc1ccoc1.

The geometry in XYZ format:
```
12
Properties=species:S:1:pos:R:3:mulliken_charge:R:1
C 1.300 -0.882 1.529 -1.016
C 0.389 -0.324 0.447 0.750
C -0.904 0.199 0.657 -0.439
C -1.335 0.741 -0.524 -0.407
C 0.646 -0.095 -0.898 -0.481
H 1.869 -1.788 1.157 0.290
H 2.129 -0.171 1.870 0.224
H 0.686 -1.216 2.424 0.279
H -1.435 0.250 1.620 0.338
H -2.213 1.248 -0.859 0.410
H 1.482 -0.368 -1.565 0.361
O -0.386 0.526 -1.490 -0.308
```

Record 4
Molecular formula: C23H43Cl3GaN3O4Si
Method: DFT, ωB97M-V with the def2-TZVPD basis set

The value obtained for the energy relative to the best compared isomer or geometry (same formula, charge and spin) is 2.8486 eV.

The geometry in XYZ format:
```
78
Properties=species:S:1:pos:R:3:mulliken_charge:R:1
C -2.162 0.179 -4.415 -1.481
C -1.407 -1.020 -4.896 0.599
H -1.823 1.067 -4.965 0.372
H -1.988 0.330 -3.345 0.190
H -3.246 0.069 -4.574 0.288
C -0.954 -1.114 -6.161 0.096
C -1.161 -0.078 -7.213 -1.524
H -0.413 -1.996 -6.502 0.431
H -0.781 0.906 -6.907 0.303
H -2.219 0.041 -7.486 0.310
H -0.621 -0.369 -8.121 0.375
Ga -0.544 0.077 2.659 0.905
Cl -0.532 -2.039 3.128 -0.351
Cl -2.390 0.320 1.428 -0.408
H 3.322 1.114 6.158 0.323
H 1.182 -0.161 8.247 0.313
C 2.404 1.719 6.152 -0.879
C 0.774 0.746 7.774 -0.860
N 1.235 0.888 6.398 0.238
H 2.314 2.206 5.178 0.257
C 0.712 0.176 5.395 -0.087
O 1.077 0.341 4.200 -0.619
H -0.322 0.675 7.799 0.328
H -0.075 -0.545 5.673 0.493
H 2.470 2.462 6.953 0.325
H 1.103 1.621 8.347 0.285
H 1.584 4.758 -0.745 0.305
H 2.557 1.664 -0.651 0.199
C 0.768 4.127 -0.384 -0.934
C 2.622 2.492 0.071 -0.802
N 1.290 3.016 0.405 0.335
H 0.197 3.760 -1.248 0.314
C 0.452 2.359 1.206 0.201
O 0.766 1.232 1.725 -0.223
H 3.142 2.153 0.976 0.241
H -0.527 2.848 1.403 0.219
H 0.109 4.732 0.248 0.330
H 3.188 3.298 -0.404 0.381
O -0.778 -1.585 -2.606 -0.301
C -1.217 -2.130 -3.856 -0.234
C 0.913 -3.075 -4.868 -0.056
C -0.346 -3.292 -4.305 0.431
H 1.269 -2.055 -5.038 0.705
C 1.709 -4.165 -5.246 -0.999
H -2.227 -2.510 -3.626 0.440
C -0.832 -4.593 -4.156 -0.439
H 2.719 -3.994 -5.624 0.333
C 1.222 -5.466 -5.096 -0.487
C -0.057 -5.678 -4.566 -0.654
H -1.826 -4.718 -3.722 0.330
H 1.845 -6.321 -5.368 0.362
H -0.444 -6.688 -4.429 0.367
Si 0.704 -1.265 -1.866 1.078
Cl 0.645 0.830 -2.247 -0.581
C 2.459 -1.338 -2.602 -1.612
C 1.196 -3.174 -1.388 -1.793
C 0.297 -1.202 -0.009 -0.770
H 2.649 -2.245 -3.186 0.502
H 3.127 -1.349 -1.728 0.377
H 2.719 -0.475 -3.224 0.359
H -0.456 -0.414 0.133 -0.354
H 1.195 -0.964 0.586 0.395
H -0.163 -2.112 0.391 0.390
H 1.648 -3.757 -2.200 0.329
H 0.298 -3.715 -1.058 0.257
H 1.911 -3.172 -0.548 0.483
C -1.763 4.049 4.716 -0.699
N -2.667 2.903 4.755 0.196
C -3.971 3.050 5.396 -0.901
C -2.274 1.747 4.257 0.084
O -1.097 1.623 3.783 -0.595
H -2.319 4.907 5.097 0.350
H -1.435 4.253 3.689 0.216
H -0.876 3.880 5.340 0.244
H -4.244 4.108 5.382 0.298
H -4.714 2.457 4.849 0.343
H -3.944 2.694 6.438 0.322
H -2.979 0.902 4.241 0.498
```

Record 5
Molecular formula: C8H11N3O2S
Method: DFT, ωB97M-V with the def2-TZVPD basis set

The value obtained for the energy relative to the best compared isomer or geometry (same formula, charge and spin) is 4.1463 eV. Its SMILES is CO/C(S)=C1/C=CN=CN1.CN=C=O.

The geometry in XYZ format:
```
25
Properties=species:S:1:pos:R:3:mulliken_charge:R:1
C 1.846 -0.420 -1.317 -0.973
C 3.033 0.261 -1.355 -0.277
C 2.019 2.253 -1.224 0.035
C 0.582 0.309 -1.171 0.419
C -0.210 0.219 1.923 0.596
C -0.406 -1.940 3.006 -0.616
C -2.817 0.392 -0.240 -0.712
C -0.647 -0.178 -0.957 0.179
N 3.139 1.645 -1.288 -0.601
N 0.803 1.740 -1.361 -0.029
N -0.751 -0.678 2.497 -0.281
O -0.065 1.239 1.409 -0.433
O -1.741 0.678 -1.119 -0.400
S -0.923 -1.901 -0.747 -0.169
H 1.866 -1.402 -1.372 0.645
H 4.043 -0.240 -1.285 0.341
H 2.099 3.407 -1.267 0.273
H 0.645 -1.873 3.394 0.291
H -1.133 -2.247 3.765 0.237
H -0.537 -2.540 2.113 0.226
H -3.122 1.335 -0.009 0.349
H -2.527 -0.113 0.684 0.319
H -3.629 -0.227 -0.872 0.216
H 0.076 2.408 -1.437 0.256
H -1.645 -2.129 -1.771 0.105
```

Record 6
Molecular formula: C28H78AsF9N7O11
Method: DFT, ωB97M-V with the def2-TZVPD basis set

The value obtained for the energy relative to the best compared isomer or geometry (same formula, charge and spin) is 9.3945 eV. Its net charge is +3.

The geometry in XYZ format:
```
134
Properties=species:S:1:pos:R:3:mulliken_charge:R:1
C 0.736 -6.980 -1.232 -1.380
C 0.716 -8.269 -2.023 0.335
C 0.985 -8.174 -3.503 -0.818
O 2.234 -7.514 -3.692 -0.292
C 2.795 -7.435 -5.017 -0.737
N 1.795 -9.208 -1.371 -0.400
H 2.111 -10.051 -1.827 0.335
H 2.675 -8.714 -1.389 0.344
H 1.543 -9.537 -0.450 0.350
H 0.636 -7.188 -0.167 0.429
H -0.024 -6.262 -1.540 0.414
H 1.718 -6.508 -1.198 0.330
H -0.142 -8.928 -1.886 0.346
H 0.213 -7.580 -3.993 0.437
H 1.110 -9.114 -4.041 0.459
H 2.093 -6.988 -5.720 0.330
H 3.042 -8.453 -5.317 0.321
H 3.549 -6.650 -4.962 0.196
C 4.350 4.967 0.028 -1.484
C 4.415 6.219 -0.769 0.192
C 5.424 6.239 -1.928 -0.725
O 5.542 7.519 -2.627 -0.332
C 6.304 8.457 -1.932 -0.713
N 3.031 6.407 -1.359 -0.223
H 2.749 7.376 -1.406 0.348
H 2.956 5.834 -2.187 0.365
H 2.396 6.075 -0.648 0.360
H 3.678 5.017 0.884 0.482
H 5.369 4.871 0.404 0.385
H 4.218 4.086 -0.600 0.381
H 4.636 7.149 -0.244 0.217
H 5.104 5.520 -2.683 0.389
H 6.387 5.907 -1.540 0.446
H 5.886 8.792 -0.983 0.300
H 6.524 9.229 -2.670 0.272
H 7.272 8.029 -1.671 0.336
C 6.706 -1.854 6.885 -1.310
C 6.708 -0.657 7.821 0.091
C 5.950 0.561 7.107 -0.692
O 4.616 0.212 6.763 -0.325
C 3.875 1.196 6.016 -0.759
N 6.078 -0.992 9.188 -0.271
H 6.331 -1.781 9.766 0.331
H 6.450 -0.272 9.791 0.377
H 5.092 -0.774 9.172 0.366
H 7.025 -1.619 5.870 0.374
H 5.668 -2.187 6.884 0.380
H 7.404 -2.601 7.262 0.378
H 7.700 -0.225 7.956 0.327
H 6.491 0.899 6.223 0.465
H 5.885 1.333 7.874 0.375
H 3.593 2.046 6.638 0.314
H 2.916 0.698 5.870 0.287
H 4.326 1.387 5.043 0.293
C -4.939 4.041 -2.737 -1.506
C -3.577 4.324 -3.373 0.304
C -3.396 5.829 -3.703 -0.700
O -2.800 6.484 -2.558 -0.361
C -3.657 7.273 -1.795 -0.666
N -2.541 3.803 -2.391 -0.209
H -2.642 4.463 -1.634 0.233
H -2.737 2.860 -2.087 0.309
H -1.602 3.910 -2.747 0.336
H -5.397 3.060 -2.863 0.394
H -5.728 4.685 -3.126 0.358
H -4.938 4.196 -1.658 0.439
H -3.425 3.701 -4.254 0.420
H -4.253 6.280 -4.203 0.401
H -2.644 5.811 -4.492 0.364
H -4.588 6.739 -1.601 0.296
H -3.954 8.174 -2.332 0.340
H -3.019 7.627 -0.985 0.225
C 1.759 -1.586 -4.344 -1.362
C 3.130 -1.027 -3.807 0.144
C 4.099 -2.147 -3.206 -0.764
O 5.226 -1.635 -2.584 -0.390
C 5.147 -1.051 -1.289 -0.757
N 3.943 -0.238 -4.898 -0.279
H 3.379 0.511 -5.273 0.351
H 4.776 0.214 -4.548 0.334
H 4.305 -0.968 -5.495 0.363
H 1.995 -2.510 -4.871 0.326
H 1.271 -0.882 -5.018 0.384
H 1.044 -1.906 -3.586 0.390
H 2.930 -0.194 -3.133 0.407
H 4.397 -2.791 -4.034 0.413
H 3.674 -2.923 -2.570 0.509
H 5.650 -1.698 -0.571 0.274
H 4.162 -0.912 -0.844 0.393
H 5.618 -0.073 -1.397 0.264
C -5.217 2.564 5.205 -1.520
C -6.467 1.976 4.497 0.291
C -6.127 0.564 3.937 -0.638
O -7.345 0.164 3.243 -0.384
C -7.135 -0.845 2.204 -0.787
N -7.535 1.985 5.580 -0.287
H -8.363 1.456 5.346 0.342
H -7.118 1.617 6.423 0.362
H -7.755 2.899 5.950 0.339
H -4.460 2.849 4.474 0.395
H -4.747 1.869 5.901 0.420
H -5.455 3.438 5.811 0.465
H -6.847 2.592 3.682 0.283
H -5.873 -0.200 4.671 0.307
H -5.379 0.699 3.156 0.483
H -8.068 -1.410 2.207 0.284
H -6.259 -1.490 2.266 0.350
H -7.119 -0.454 1.186 0.292
N -2.190 6.154 2.146 1.026
O -1.008 6.358 1.830 -0.703
O -2.852 5.330 1.630 -0.637
O -2.650 6.725 3.079 -0.657
As -0.953 -0.385 1.123 2.079
F -1.315 1.008 2.165 -0.493
F 0.273 -0.890 2.307 -0.500
F -0.520 -1.762 0.053 -0.515
F -2.339 0.015 -0.034 -0.532
F 0.153 0.639 0.197 -0.516
F -2.163 -1.413 2.067 -0.523
C -5.828 -5.113 -4.213 -0.135
O -6.312 -5.274 -2.868 -0.300
O -6.973 -5.258 -5.007 -0.863
C -4.857 -3.789 -4.331 0.824
F -3.919 -3.865 -5.301 -0.317
F -5.558 -2.744 -4.670 -0.267
F -4.140 -3.530 -3.185 -0.280
C -5.857 -6.517 -2.242 -0.163
C -6.225 -6.630 -0.757 -1.168
H -7.269 -6.494 -0.475 0.345
H -6.163 -7.696 -0.543 0.354
H -5.512 -6.125 -0.106 0.253
H -4.773 -6.629 -2.255 0.202
H -6.160 -7.422 -2.767 0.341
H -5.130 -5.918 -4.443 0.179
```

Number 1: E_HOMO -5.6100 eV, total energy -95370.498 eV, maximum force 1.0 eV/A. Number 2: E_HOMO -13.1973 eV, total energy -17071.665 eV, maximum force 3.9 eV/A. Number 3: E_HOMO -8.5077 eV, total energy -7328.750 eV, maximum force 1.6 eV/A. Number 4: E_HOMO -5.4202 eV, total energy -135033.082 eV, maximum force 4.7 eV/A. Number 5: E_HOMO -7.2561 eV, total energy -27871.976 eV, maximum force 5.1 eV/A. Number 6: E_HOMO -7.7871 eV, total energy -148513.225 eV, maximum force 6.8 eV/A.